Entry 1:
{"formula": "C27H78O12", "method": "the ωB97M-V functional and the def2-TZVPD basis", "elements": ["O", "H", "H", "O", "H", "H", "O", "H", "H", "C", "C", "C", "O", "H", "H", "H", "H", "H", "H", "H", "H", "C", "C", "C", "O", "H", "H", "H", "H", "H", "H", "H", "H", "C", "C", "C", "O", "H", "H", "H", "H", "H", "H", "H", "H", "C", "C", "C", "O", "H", "H", "H", "H", "H", "H", "H", "H", "C", "C", "C", "O", "H", "H", "H", "H", "H", "H", "H", "H", "C", "C", "C", "O", "H", "H", "H", "H", "H", "H", "H", "H", "C", "C", "C", "O", "H", "H", "H", "H", "H", "H", "H", "H", "C", "C", "C", "O", "H", "H", "H", "H", "H", "H", "H", "H", "C", "C", "C", "O", "H", "H", "H", "H", "H", "H", "H", "H"], "positions_angstrom": [[-3.67, -0.78, 19.32], [-3.14, -1.57, 19.44], [-3.69, -0.66, 18.37], [4.26, 1.21, 14.79], [3.99, 0.49, 15.35], [3.44, 1.60, 14.49], [-2.01, -5.12, 19.68], [-2.94, -5.32, 19.80], [-1.57, -5.97, 19.73], [4.05, -3.34, 20.86], [4.42, -3.80, 19.42], [4.53, -5.28, 19.35], [3.29, -3.42, 18.73], [3.82, -2.28, 20.93], [4.87, -3.63, 21.53], [3.26, -3.96, 21.28], [5.34, -3.45, 18.95], [4.78, -5.65, 18.36], [3.59, -5.82, 19.48], [5.32, -5.62, 20.02], [2.55, -3.87, 19.14], [12.32, -5.73, 17.58], [13.69, -5.08, 17.35], [14.44, -5.85, 16.21], [13.50, -3.71, 17.05], [12.39, -6.82, 17.62], [11.59, -5.59, 16.78], [11.84, -5.32, 18.47], [14.30, -5.16, 18.25], [15.34, -5.25, 16.08], [13.94, -5.98, 15.26], [14.75, -6.84, 16.55], [14.25, -3.19, 17.37], [6.63, 1.21, 28.84], [5.72, 0.27, 29.60], [5.05, -0.83, 28.79], [6.45, -0.37, 30.64], [7.28, 0.61, 28.20], [7.18, 1.88, 29.49], [5.99, 1.76, 28.15], [4.97, 0.91, 30.07], [4.35, -1.35, 29.45], [5.74, -1.58, 28.41], [4.52, -0.36, 27.95], [5.77, -0.70, 31.23], [7.83, 2.66, 20.99], [8.50, 2.27, 19.75], [9.27, 3.37, 19.11], [9.40, 1.16, 20.04], [6.96, 3.27, 20.72], [8.42, 3.29, 21.65], [7.52, 1.91, 21.71], [7.79, 1.84, 19.04], [10.34, 3.46, 19.29], [8.85, 4.34, 19.40], [9.28, 3.22, 18.03], [9.84, 0.98, 19.21], [0.01, 4.32, 26.92], [-0.91, 3.91, 25.68], [-0.54, 2.63, 24.93], [-2.22, 3.71, 26.11], [0.89, 4.71, 26.41], [0.32, 3.45, 27.50], [-0.42, 5.05, 27.61], [-0.90, 4.80, 25.05], [0.31, 2.92, 24.31], [-1.29, 2.25, 24.24], [-0.29, 1.80, 25.60], [-2.76, 3.24, 25.47], [-2.71, -10.58, 17.82], [-1.38, -11.22, 18.39], [-0.36, -11.51, 17.27], [-0.87, -10.25, 19.21], [-3.21, -11.21, 17.09], [-2.38, -9.65, 17.35], [-3.41, -10.29, 18.61], [-1.43, -12.17, 18.92], [-0.88, -12.15, 16.56], [0.53, -11.97, 17.71], [-0.14, -10.56, 16.78], [-0.34, -10.71, 19.86], [0.84, -6.45, 11.75], [1.43, -5.10, 11.23], [1.23, -4.95, 9.76], [0.89, -3.98, 11.87], [-0.09, -6.75, 11.25], [0.51, -6.38, 12.79], [1.46, -7.34, 11.69], [2.48, -5.19, 11.48], [1.89, -5.49, 9.08], [1.30, -3.89, 9.51], [0.22, -5.25, 9.49], [1.17, -4.12, 12.77], [7.17, -8.93, 9.68], [7.98, -9.58, 10.85], [7.28, -9.51, 12.18], [8.36, -10.93, 10.57], [6.09, -9.05, 9.73], [7.60, -9.36, 8.77], [7.42, -7.89, 9.46], [8.88, -8.97, 10.92], [7.86, -9.97, 12.99], [6.31, -9.99, 12.12], [7.18, -8.50, 12.60], [7.57, -11.45, 10.38], [4.44, -8.80, 26.74], [3.05, -8.68, 27.46], [2.16, -7.57, 26.82], [2.35, -9.88, 27.46], [4.29, -9.31, 25.79], [5.12, -9.34, 27.40], [4.99, -7.88, 26.59], [3.29, -8.39, 28.48], [1.77, -7.83, 25.83], [2.57, -6.60, 26.56], [1.31, -7.40, 27.46], [1.44, -9.65, 27.69]], "smiles": "CC(C)O.CC(C)O.CC(C)O.CC(C)O.CC(C)O.CC(C)O.CC(C)O.CC(C)O.CC(C)O.O.O.O"}

Entry 2:
{"formula": "C27H81N5O12", "method": "the ωB97M-V functional and the def2-TZVPD basis", "elements": ["C", "O", "H", "H", "H", "H", "C", "O", "H", "H", "H", "H", "C", "O", "H", "H", "H", "H", "C", "O", "H", "H", "H", "H", "C", "O", "H", "H", "H", "H", "C", "C", "C", "O", "C", "N", "H", "H", "H", "H", "H", "H", "H", "H", "H", "H", "H", "C", "C", "C", "O", "C", "N", "H", "H", "H", "H", "H", "H", "H", "H", "H", "H", "H", "C", "C", "C", "O", "C", "N", "H", "H", "H", "H", "H", "H", "H", "H", "H", "H", "H", "C", "C", "C", "O", "C", "N", "H", "H", "H", "H", "H", "H", "H", "H", "H", "H", "H", "C", "C", "C", "O", "C", "N", "H", "H", "H", "H", "H", "H", "H", "H", "H", "H", "H", "C", "C", "O", "O", "H", "H", "H", "H", "H", "H"], "positions_angstrom": [[-3.28, -3.62, -1.29], [-4.17, -3.83, -2.34], [-3.17, -2.57, -0.99], [-3.63, -4.11, -0.38], [-2.26, -4.00, -1.41], [-3.98, -3.26, -3.09], [-0.69, -1.51, 0.47], [0.32, -0.57, 0.78], [-1.12, -1.34, -0.51], [-0.28, -2.52, 0.51], [-1.46, -1.55, 1.25], [1.08, -1.00, 1.22], [-3.85, 0.81, 3.52], [-4.33, 0.71, 2.19], [-2.81, 1.14, 3.52], [-4.47, 1.47, 4.14], [-3.92, -0.18, 4.00], [-3.63, 1.13, 1.66], [-3.94, 1.26, -3.08], [-3.67, 2.60, -3.40], [-3.25, 0.82, -2.34], [-4.92, 1.14, -2.60], [-3.91, 0.67, -3.99], [-3.88, 3.16, -2.64], [0.44, -4.29, -0.47], [1.40, -3.24, -0.42], [0.11, -4.50, 0.54], [-0.38, -4.06, -1.14], [0.86, -5.20, -0.93], [1.97, -3.30, -1.21], [3.25, -4.18, -4.38], [2.56, -2.86, -3.98], [1.05, -2.99, -3.92], [0.47, -1.73, -3.60], [-0.93, -1.70, -3.62], [3.11, -2.50, -2.66], [3.06, -4.94, -3.63], [4.30, -4.02, -4.58], [2.78, -4.46, -5.33], [2.84, -2.08, -4.69], [0.68, -3.71, -3.19], [0.72, -3.33, -4.91], [-1.23, -1.68, -4.67], [-1.26, -0.75, -3.21], [-1.43, -2.51, -3.07], [2.97, -1.49, -2.58], [4.13, -2.51, -2.64], [0.31, 1.69, 4.56], [0.51, 1.53, 3.00], [1.02, 2.77, 2.31], [0.10, 3.86, 2.45], [0.55, 5.05, 1.83], [1.50, 0.50, 2.73], [1.27, 1.56, 5.04], [-0.46, 0.95, 4.78], [-0.07, 2.71, 4.69], [-0.41, 1.14, 2.57], [1.02, 2.56, 1.23], [2.05, 3.07, 2.53], [0.87, 4.92, 0.79], [1.43, 5.36, 2.41], [-0.20, 5.83, 1.94], [2.38, 0.73, 3.20], [1.29, -0.45, 3.03], [-4.28, 4.12, 1.08], [-3.26, 3.39, 0.22], [-2.56, 4.24, -0.83], [-3.55, 5.01, -1.52], [-3.03, 5.90, -2.48], [-2.30, 2.71, 1.11], [-5.15, 4.42, 0.50], [-3.79, 5.00, 1.52], [-4.54, 3.45, 1.89], [-3.90, 2.68, -0.32], [-2.09, 3.58, -1.57], [-1.87, 4.98, -0.41], [-2.62, 5.40, -3.36], [-2.33, 6.63, -2.06], [-3.82, 6.54, -2.87], [-1.62, 3.38, 1.48], [-1.68, 2.13, 0.55], [-1.48, -2.55, 3.06], [-0.04, -2.98, 3.29], [-0.01, -4.49, 3.47], [1.28, -5.04, 3.46], [1.35, -6.44, 3.54], [0.93, -2.42, 2.32], [-2.05, -2.77, 3.96], [-1.93, -3.17, 2.29], [-1.59, -1.49, 2.84], [0.35, -2.59, 4.24], [-0.76, -5.08, 2.92], [-0.37, -4.60, 4.51], [1.40, -6.86, 2.53], [0.49, -6.96, 3.98], [2.17, -6.75, 4.19], [0.96, -2.90, 1.42], [1.80, -2.78, 2.72], [0.73, 1.65, -2.93], [1.91, 1.38, -2.00], [2.01, 2.37, -0.86], [2.05, 3.74, -1.16], [1.72, 4.55, -0.05], [2.03, -0.02, -1.54], [-0.21, 1.76, -2.37], [0.57, 0.92, -3.72], [0.88, 2.57, -3.50], [2.78, 1.45, -2.66], [2.86, 2.06, -0.24], [1.15, 2.19, -0.19], [1.68, 5.57, -0.43], [2.44, 4.59, 0.77], [0.72, 4.26, 0.28], [1.56, -0.75, -2.09], [1.34, 0.02, -0.77], [5.33, -0.13, -0.70], [4.22, -0.06, 0.34], [4.86, 0.31, 1.57], [5.47, 1.08, -1.45], [5.03, -0.93, -1.39], [6.26, -0.59, -0.35], [3.73, -1.04, 0.43], [3.34, 0.44, -0.09], [4.15, 0.61, 2.15], [5.84, 1.66, -0.77]]}

Entry 3:
{"formula": "C27H81O36P9", "method": "the ωB97M-V functional and the def2-TZVPD basis", "elements": ["C", "O", "P", "O", "O", "C", "O", "C", "H", "H", "H", "H", "H", "H", "H", "H", "H", "C", "O", "P", "O", "O", "C", "O", "C", "H", "H", "H", "H", "H", "H", "H", "H", "H", "C", "O", "P", "O", "O", "C", "O", "C", "H", "H", "H", "H", "H", "H", "H", "H", "H", "C", "O", "P", "O", "O", "C", "O", "C", "H", "H", "H", "H", "H", "H", "H", "H", "H", "C", "O", "P", "O", "O", "C", "O", "C", "H", "H", "H", "H", "H", "H", "H", "H", "H", "C", "O", "P", "O", "O", "C", "O", "C", "H", "H", "H", "H", "H", "H", "H", "H", "H", "C", "O", "P", "O", "O", "C", "O", "C", "H", "H", "H", "H", "H", "H", "H", "H", "H", "C", "O", "P", "O", "O", "C", "O", "C", "H", "H", "H", "H", "H", "H", "H", "H", "H", "C", "O", "P", "O", "O", "C", "O", "C", "H", "H", "H", "H", "H", "H", "H", "H", "H"], "positions_angstrom": [[0.97, 0.56, -2.02], [0.90, 1.28, -0.77], [0.76, 0.46, 0.58], [0.96, 1.26, 1.77], [-0.60, -0.34, 0.61], [-1.77, 0.23, 1.22], [1.78, -0.69, 0.32], [2.01, -1.68, 1.33], [0.63, -0.47, -2.00], [2.01, 0.60, -2.35], [0.32, 0.97, -2.79], [-1.51, 0.69, 2.17], [-2.45, -0.61, 1.39], [-2.39, 0.89, 0.62], [3.01, -2.07, 1.31], [1.27, -2.48, 1.15], [1.64, -1.35, 2.31], [8.16, -3.07, 1.12], [6.77, -3.24, 1.28], [6.04, -2.87, 2.62], [5.60, -1.50, 2.73], [7.06, -3.32, 3.75], [7.37, -4.69, 3.91], [4.88, -3.94, 2.62], [3.96, -3.90, 3.73], [8.72, -2.83, 2.02], [8.32, -2.26, 0.40], [8.58, -3.95, 0.63], [7.35, -4.98, 4.96], [8.37, -4.91, 3.53], [6.73, -5.40, 3.39], [3.07, -3.31, 3.50], [4.38, -3.53, 4.67], [3.61, -4.92, 3.89], [2.11, 2.44, -4.82], [3.15, 1.48, -4.94], [2.88, 0.07, -5.56], [1.65, -0.59, -5.16], [4.18, -0.69, -5.15], [4.31, -2.06, -5.59], [3.06, 0.35, -7.11], [1.90, 0.61, -7.91], [2.38, 3.37, -5.31], [1.92, 2.65, -3.77], [1.14, 2.05, -5.15], [4.72, -2.61, -4.74], [5.02, -2.13, -6.42], [3.37, -2.50, -5.90], [2.21, 1.21, -8.77], [1.17, 1.21, -7.39], [1.46, -0.32, -8.29], [3.08, 0.98, 4.64], [2.57, 1.25, 5.94], [2.02, 0.04, 6.78], [2.95, -1.00, 7.16], [1.31, 0.80, 7.96], [2.02, 1.19, 9.14], [0.77, -0.45, 5.96], [-0.20, 0.48, 5.44], [2.94, -0.03, 4.26], [4.10, 1.34, 4.51], [2.55, 1.64, 3.94], [1.61, 0.65, 10.00], [1.89, 2.25, 9.31], [3.08, 0.95, 9.05], [-0.36, 0.23, 4.39], [0.10, 1.52, 5.54], [-1.13, 0.27, 5.97], [-2.59, -0.54, -2.68], [-3.07, 0.54, -1.87], [-4.60, 0.69, -1.51], [-5.24, -0.54, -1.12], [-4.60, 1.85, -0.46], [-4.28, 3.21, -0.85], [-5.21, 1.41, -2.79], [-5.49, 0.57, -3.94], [-3.37, -1.29, -2.86], [-1.78, -1.08, -2.17], [-2.14, -0.15, -3.58], [-3.33, 3.50, -0.39], [-5.08, 3.87, -0.50], [-4.16, 3.32, -1.92], [-5.19, -0.48, -3.85], [-4.89, 0.95, -4.78], [-6.55, 0.61, -4.14], [-0.23, 4.31, -9.01], [-0.21, 3.20, -8.08], [-1.31, 3.17, -6.95], [-2.62, 3.63, -7.36], [-1.22, 1.68, -6.43], [-1.51, 0.58, -7.30], [-0.61, 3.95, -5.78], [-1.32, 4.08, -4.53], [-0.85, 5.13, -8.67], [-0.64, 3.97, -9.95], [0.79, 4.68, -9.15], [-1.78, 0.90, -8.30], [-2.30, 0.01, -6.83], [-0.64, -0.08, -7.31], [-2.39, 3.93, -4.63], [-1.11, 5.10, -4.19], [-0.92, 3.39, -3.78], [-5.64, -3.48, 2.64], [-4.91, -2.28, 2.87], [-3.70, -2.21, 3.85], [-3.79, -3.03, 5.05], [-2.46, -2.50, 2.94], [-1.17, -2.35, 3.55], [-3.63, -0.66, 4.11], [-4.60, -0.09, 5.01], [-5.45, -3.81, 1.62], [-6.70, -3.33, 2.81], [-5.30, -4.29, 3.31], [-0.65, -3.28, 3.36], [-1.26, -2.22, 4.63], [-0.65, -1.50, 3.12], [-5.44, -0.76, 5.20], [-4.99, 0.80, 4.53], [-4.17, 0.13, 5.99], [-5.11, 5.71, 2.10], [-4.80, 5.70, 3.48], [-5.27, 4.45, 4.36], [-4.83, 4.53, 5.73], [-6.84, 4.41, 4.17], [-7.62, 5.59, 4.09], [-4.80, 3.18, 3.55], [-3.43, 3.04, 3.18], [-5.97, 5.07, 1.87], [-4.27, 5.41, 1.49], [-5.41, 6.72, 1.80], [-8.12, 5.62, 3.13], [-7.06, 6.50, 4.30], [-8.41, 5.55, 4.85], [-3.20, 1.97, 3.25], [-2.77, 3.59, 3.84], [-3.28, 3.32, 2.14], [5.48, -2.64, -2.04], [4.31, -2.87, -1.21], [3.62, -4.28, -1.33], [4.52, -5.42, -1.24], [2.55, -4.20, -0.18], [1.75, -5.36, 0.14], [2.78, -4.19, -2.67], [1.89, -3.07, -2.83], [5.83, -3.54, -2.53], [6.25, -2.25, -1.38], [5.25, -1.89, -2.80], [0.71, -5.03, 0.25], [2.13, -5.69, 1.10], [1.74, -6.11, -0.64], [1.16, -3.03, -2.01], [1.37, -3.18, -3.76], [2.42, -2.11, -2.75]], "smiles": "COP(=O)(OC)OC.COP(=O)(OC)OC.COP(=O)(OC)OC.COP(=O)(OC)OC.COP(=O)(OC)OC.COP(=O)(OC)OC.COP(=O)(OC)OC.COP(=O)(OC)OC.COP(=O)(OC)OC"}

Record order is preserved below.
Energy above the lowest of the compared OMol25 structures with the same formula, charge and spin: 303.64, 885.43, 106.12 kJ/mol
Record order is preserved below.
HOMO-LUMO gap: 10.134, 9.025, 10.359 eV
Record order is preserved below.
Highest occupied orbital energy: -9.97, -8.51, -10.09 eV